[1]
{
  "formula": "C24H52BO8P",
  "method": "the ωB97M-V functional and the def2-TZVPD basis",
  "elements": ["C", "C", "O", "C", "C", "P", "B", "O", "C", "C", "H", "H", "H", "H", "H", "H", "H", "H", "H", "H", "H", "H", "H", "H", "H", "H", "C", "C", "C", "O", "H", "H", "H", "H", "H", "H", "C", "C", "C", "O", "H", "H", "H", "H", "H", "H", "C", "C", "C", "O", "H", "H", "H", "H", "H", "H", "C", "C", "C", "O", "H", "H", "H", "H", "H", "H", "C", "C", "C", "O", "H", "H", "H", "H", "H", "H", "C", "C", "C", "O", "H", "H", "H", "H", "H", "H"],
  "coordinates": [[-4.2388, 4.5215, 2.7853], [-3.4079, 3.3897, 2.1757], [-2.9258, 3.7090, 0.8844], [-1.6222, 4.2796, 0.8679], [-0.5612, 3.2112, 0.6357], [1.1351, 3.6969, 1.1892], [1.2294, 3.6984, 3.0824], [2.5243, 3.6253, 3.5982], [0.0315, 3.8159, 4.0899], [-0.5443, 2.4185, 4.4331], [-4.6833, 5.1066, 1.9811], [-3.6341, 5.1691, 3.4182], [-5.0574, 4.1079, 3.3746], [-2.5649, 3.1617, 2.8329], [-4.0191, 2.4918, 2.0811], [-1.4490, 4.8426, 1.7882], [-1.6283, 4.9897, 0.0411], [-0.8659, 2.2444, 1.0299], [-0.4719, 3.0698, -0.4439], [1.8924, 2.5634, 0.8671], [2.6049, 2.8467, 4.1485], [0.4043, 4.2488, 5.0240], [-0.7747, 4.4700, 3.7552], [-1.4915, 2.5352, 4.9598], [0.1245, 1.9149, 5.1349], [-0.6739, 1.7834, 3.5576], [-3.0751, -1.1215, 2.2457], [-1.6876, -1.0074, 1.6598], [-1.2590, -2.0743, 0.6883], [-0.9525, -0.0926, 1.9587], [-3.2559, -0.2923, 2.9262], [-3.8188, -1.1046, 1.4474], [-3.1756, -2.0639, 2.7865], [-1.9281, -2.1015, -0.1714], [-1.2837, -3.0540, 1.1690], [-0.2521, -1.8688, 0.3398], [1.0024, -4.7005, -3.4888], [0.8308, -3.9536, -2.1940], [2.0793, -3.7271, -1.3728], [-0.2478, -3.5447, -1.8256], [0.0404, -4.7898, -3.9872], [1.6900, -4.1668, -4.1412], [1.4031, -5.6977, -3.2914], [2.8075, -3.1583, -1.9527], [2.5279, -4.6852, -1.1042], [1.8332, -3.1762, -0.4679], [2.5781, -0.1458, 3.1374], [3.5716, -0.0017, 2.0060], [5.0047, -0.3777, 2.2993], [3.2261, 0.3963, 0.9203], [1.5884, 0.1554, 2.7965], [2.5425, -1.1827, 3.4766], [2.8835, 0.4733, 3.9843], [5.0626, -1.4230, 2.6079], [5.3947, 0.2402, 3.1099], [5.6105, -0.2289, 1.4090], [1.4579, 7.7880, 8.0104], [1.7419, 6.3682, 7.5799], [3.0055, 6.1386, 6.7854], [0.9937, 5.4606, 7.8573], [0.5266, 7.8209, 8.5703], [2.2710, 8.1594, 8.6363], [1.3782, 8.4350, 7.1353], [3.8760, 6.4392, 7.3710], [2.9850, 6.7235, 5.8646], [3.0850, 5.0840, 6.5337], [0.5327, -3.1974, -8.4454], [0.3887, -2.9033, -6.9773], [-0.9266, -2.3114, -6.5345], [1.2725, -3.1384, -6.1833], [1.5136, -3.6271, -8.6372], [-0.2398, -3.9061, -8.7423], [0.4207, -2.2804, -9.0269], [-1.7398, -2.9909, -6.7961], [-1.0984, -1.3606, -7.0417], [-0.9163, -2.1505, -5.4587], [-0.9979, -7.8183, -7.8662], [-1.9274, -6.8003, -8.4794], [-3.2042, -7.3226, -9.0901], [-1.6605, -5.6204, -8.4801], [-0.1209, -7.3179, -7.4631], [-1.5086, -8.3560, -7.0658], [-0.6877, -8.5432, -8.6205], [-3.7943, -7.8424, -8.3338], [-2.9742, -8.0296, -9.8888], [-3.7822, -6.4957, -9.4945]],
  "atomic_forces_ev_per_a": [[0.0, -0.2, -0.2], [0.0, 0.1, 0.1], [0.0, 0.1, -0.1], [-0.3, -0.1, 0.0], [0.2, -0.2, -0.3], [0.0, 0.7, -0.2], [0.0, -0.1, 0.1], [0.0, -0.3, -0.6], [-0.1, -0.1, 0.3], [0.2, 0.3, 0.2], [0.0, 0.1, 0.0], [-0.1, 0.1, 0.0], [0.1, 0.1, 0.2], [0.0, -0.2, 0.0], [0.0, 0.0, -0.1], [0.0, 0.0, 0.0], [0.2, 0.1, 0.0], [-0.1, 0.1, 0.3], [0.0, -0.1, 0.0], [0.0, -0.1, 0.1], [0.1, 0.0, 0.6], [0.0, 0.1, 0.0], [0.0, 0.0, -0.2], [-0.1, -0.1, -0.1], [0.0, -0.1, -0.1], [-0.1, 0.0, 0.0], [0.1, 0.1, 0.1], [0.0, -0.1, -0.1], [0.1, 0.2, 0.1], [0.0, 0.1, 0.1], [0.0, 0.0, 0.0], [0.0, -0.1, 0.0], [0.0, 0.0, -0.1], [0.0, -0.1, 0.0], [-0.1, 0.0, -0.1], [0.0, 0.0, 0.0], [-0.2, -0.1, 0.1], [0.0, 0.0, 0.0], [-0.1, 0.1, 0.1], [0.0, -0.1, 0.0], [0.0, 0.0, 0.0], [0.1, 0.0, 0.0], [0.1, 0.0, 0.0], [0.0, -0.1, 0.0], [0.1, 0.0, -0.1], [0.0, 0.0, 0.0], [-0.1, 0.1, -0.1], [-0.1, 0.0, 0.1], [0.0, 0.0, -0.1], [0.1, 0.0, -0.1], [0.0, 0.0, 0.0], [0.0, 0.0, 0.1], [0.1, -0.1, 0.1], [0.0, 0.0, 0.1], [0.0, -0.1, 0.1], [0.0, 0.0, 0.0], [-0.1, -0.1, 0.1], [0.0, 0.0, 0.0], [-0.1, -0.2, 0.0], [0.0, 0.0, 0.0], [0.0, 0.0, 0.0], [0.0, 0.0, -0.1], [0.1, 0.0, 0.0], [0.0, 0.1, 0.0], [0.1, 0.1, 0.0], [0.0, 0.0, 0.0], [0.2, 0.0, 0.0], [0.0, 0.0, 0.0], [0.1, 0.0, 0.1], [0.0, 0.0, -0.1], [0.0, 0.0, 0.0], [0.0, 0.1, -0.1], [-0.1, 0.0, 0.0], [0.0, 0.0, -0.1], [-0.1, 0.0, -0.1], [0.0, 0.0, 0.0], [0.1, 0.1, 0.0], [0.0, 0.0, 0.0], [0.0, 0.2, 0.0], [-0.1, 0.0, 0.0], [0.0, 0.0, 0.0], [0.0, -0.1, 0.0], [-0.1, -0.1, 0.0], [0.0, -0.1, 0.0], [0.0, -0.1, 0.0], [0.0, 0.0, 0.0]],
  "lowdin_charge": [-0.064, -0.269, -0.160, -0.278, -0.398, 0.994, -0.711, 0.031, -0.187, -0.105, 0.078, 0.066, 0.069, 0.088, 0.113, 0.095, 0.120, 0.055, 0.072, -0.072, 0.073, 0.088, 0.070, 0.071, 0.073, 0.041, -0.018, -0.482, -0.026, 0.048, 0.075, 0.087, 0.084, 0.087, 0.091, 0.067, -0.028, -0.489, -0.016, 0.057, 0.080, 0.065, 0.086, 0.089, 0.084, 0.069, -0.013, -0.500, -0.023, 0.059, 0.067, 0.087, 0.077, 0.083, 0.084, 0.081, -0.027, -0.507, -0.023, 0.064, 0.080, 0.083, 0.084, 0.084, 0.088, 0.075, -0.021, -0.490, -0.014, 0.049, 0.083, 0.052, 0.087, 0.082, 0.085, 0.080, -0.018, -0.490, -0.021, 0.058, 0.082, 0.086, 0.086, 0.086, 0.086, 0.082],
  "smiles": "CCOCCPB(O)CC.CC(C)=O.CC(C)=O.CC(C)=O.CC(C)=O.CC(C)=O.CC(C)=O",
  "energy_ha": -1913.77756,
  "spin_multiplicity": 1
}


[2]
{
  "formula": "C24H52Cl4N4O4",
  "method": "the ωB97M-V functional and the def2-TZVPD basis",
  "elements": ["C", "C", "C", "C", "N", "H", "H", "H", "H", "H", "H", "H", "C", "C", "C", "C", "N", "H", "H", "H", "H", "H", "H", "H", "C", "C", "C", "C", "N", "H", "H", "H", "H", "H", "H", "H", "C", "C", "C", "C", "N", "H", "H", "H", "H", "H", "H", "H", "Cl", "C", "C", "Cl", "H", "H", "H", "H", "Cl", "C", "C", "Cl", "H", "H", "H", "H", "C", "O", "H", "H", "H", "H", "C", "O", "H", "H", "H", "H", "C", "O", "H", "H", "H", "H", "C", "O", "H", "H", "H", "H"],
  "coordinates": [[-3.2075, -2.7604, -2.7158], [-1.9586, -2.1043, -3.2658], [-0.6830, -2.9695, -3.5855], [0.0147, -3.4391, -2.2961], [0.4930, -3.8169, -1.3285], [-3.1599, -3.0094, -1.6953], [-3.4542, -3.6948, -3.2934], [-4.0104, -2.0578, -2.9363], [-1.6752, -1.2174, -2.6689], [-2.2953, -1.6340, -4.1674], [0.0561, -2.4868, -4.2420], [-0.9789, -3.8999, -4.0862], [1.7685, -3.1723, 2.9463], [2.9694, -3.6534, 2.1896], [2.8610, -3.3093, 0.6941], [3.2129, -1.9135, 0.4207], [3.5602, -0.8265, 0.2161], [1.8624, -3.3783, 4.0001], [0.8586, -3.6654, 2.5598], [1.5637, -2.1281, 2.8472], [2.8582, -4.7035, 2.3104], [3.8586, -3.3270, 2.6203], [1.7843, -3.3421, 0.5009], [3.3370, -3.9540, 0.0138], [-3.8820, 1.0511, -1.5682], [-3.3841, 1.5390, -2.8868], [-2.8694, 3.0287, -2.8923], [-4.0451, 3.8842, -2.9221], [-4.9923, 4.5006, -2.8192], [-4.6282, 0.2776, -1.7276], [-4.4726, 1.8505, -1.0909], [-3.1643, 0.7284, -0.8796], [-4.1016, 1.4164, -3.6901], [-2.5034, 0.9463, -3.1445], [-2.1628, 3.1912, -3.7066], [-2.2170, 3.1289, -1.9950], [-3.5069, -1.7541, 2.3020], [-2.7290, -1.7755, 3.6333], [-2.4420, -3.2044, 4.2023], [-3.7152, -3.8116, 4.6946], [-4.6815, -4.3535, 5.0140], [-3.1489, -2.5325, 1.6684], [-3.3110, -0.7873, 1.7645], [-4.5707, -1.8247, 2.5781], [-3.0307, -1.1601, 4.4211], [-1.7062, -1.4808, 3.4178], [-1.7918, -3.2042, 5.1088], [-2.0934, -3.8118, 3.3659], [3.3155, 0.9847, 3.7609], [1.8434, 1.6537, 2.8764], [0.5674, 1.2807, 3.5027], [0.3476, 2.3815, 4.9279], [1.9366, 1.2480, 1.8600], [2.0333, 2.7090, 2.7820], [0.5439, 0.2651, 3.8559], [-0.2845, 1.5484, 2.8744], [0.7172, 2.3641, -3.9597], [0.8547, 1.2520, -2.6079], [2.1706, 0.3458, -2.8020], [2.2679, -0.4089, -4.4184], [0.0098, 0.5988, -2.6005], [0.9775, 1.8796, -1.7232], [2.1937, -0.4641, -2.0260], [3.0773, 0.9243, -2.7687], [5.6572, 1.7366, -0.1989], [4.2998, 1.7406, -0.4042], [5.9645, 0.8281, 0.2963], [6.2743, 1.8254, -1.0686], [5.9218, 2.5821, 0.4767], [3.8857, 0.9671, 0.0236], [-0.4741, 4.1566, 1.1426], [-0.0744, 2.9065, 0.5644], [-0.3430, 4.0595, 2.2287], [0.2391, 4.9350, 0.7805], [-1.4657, 4.3198, 0.8626], [0.8094, 3.1101, 0.1390], [0.2025, -0.7916, 0.3223], [-1.0037, -0.2218, -0.1249], [0.2714, -1.7615, -0.2417], [1.0613, -0.2036, 0.0737], [0.0940, -0.8982, 1.3651], [-1.0923, 0.6392, 0.2982], [2.7424, 4.7023, -1.4418], [2.3844, 3.4617, -0.8308], [1.8311, 5.1430, -1.8048], [3.2232, 5.4083, -0.7231], [3.3917, 4.5256, -2.3784], [3.1422, 2.8879, -0.7762]],
  "atomic_forces_ev_per_a": [[-0.1, -0.8, -1.9], [1.2, 0.6, 0.0], [-0.2, -0.6, 1.5], [-1.1, 0.8, -2.2], [0.2, -0.2, 0.4], [0.0, -0.2, 1.4], [0.3, 0.8, 0.5], [-0.2, -0.1, 0.5], [0.0, -0.6, 0.2], [0.2, 0.1, -1.0], [-0.3, 0.1, 0.5], [0.0, 0.2, 0.0], [-1.1, 0.1, 0.0], [-1.3, -0.2, -0.9], [-1.6, 1.4, 1.3], [1.1, 1.0, -0.2], [-0.7, -1.5, 0.5], [0.0, -0.2, 0.4], [0.3, 0.0, 0.2], [0.1, 1.0, -0.1], [0.7, -1.2, -0.3], [1.6, 0.5, 0.7], [0.2, -0.3, -0.5], [0.8, -0.8, -0.8], [-2.6, 1.1, -0.2], [1.8, 0.5, -0.7], [0.4, -1.5, 0.5], [1.9, -0.5, 0.5], [-1.5, 1.0, -0.1], [0.1, -0.4, 0.1], [0.2, -0.1, 0.0], [1.3, -0.5, 0.8], [-0.2, 0.0, 0.0], [0.0, -0.1, -0.3], [-0.4, 0.1, -0.3], [-0.8, 0.4, -0.3], [-0.3, 1.7, 1.5], [2.3, -1.8, -1.2], [-1.8, 0.3, 0.7], [0.1, -0.5, -0.4], [0.4, 0.5, 0.0], [-0.1, -0.8, -0.5], [-0.3, -0.8, 0.5], [0.2, -0.2, -0.7], [-1.1, 1.1, 0.9], [0.3, 0.6, -0.2], [0.0, 0.1, -1.1], [0.3, -0.2, 0.4], [-0.8, 0.2, -0.3], [1.9, -0.8, -1.3], [-0.7, 1.3, 0.8], [-0.2, -0.3, 0.2], [-0.2, -0.1, 0.3], [-0.2, 0.4, 0.2], [-0.1, -0.3, 0.0], [0.3, -0.4, -0.2], [-0.2, 0.5, -0.4], [2.6, -1.1, -0.3], [-1.4, 0.2, 0.8], [-0.3, -0.3, 0.0], [-0.7, -0.2, 0.2], [-0.2, -0.4, 0.0], [0.0, 0.8, -0.8], [0.1, 0.4, 0.4], [1.3, 0.7, 1.9], [-1.5, -0.1, -0.6], [0.2, -0.4, 0.3], [-0.1, 0.1, -1.0], [0.0, -0.4, -0.3], [0.4, 0.0, -0.3], [2.6, -0.6, 0.4], [1.3, 0.2, -0.8], [-0.4, 0.4, -0.1], [-0.9, -0.2, 0.3], [-1.6, 0.7, -0.3], [-1.0, -0.6, 0.3], [-0.7, -1.1, -1.7], [-0.6, 0.6, -0.5], [0.1, 0.8, 1.0], [0.6, 0.5, -0.1], [0.5, -0.7, 1.5], [0.0, 0.3, -0.1], [1.0, -0.4, -0.8], [-1.2, 1.2, -0.2], [-0.4, 0.3, -0.1], [-0.1, -0.6, -0.6], [-0.7, 0.3, 1.5], [1.1, -0.6, 0.3]],
  "lowdin_charge": [-0.092, -0.259, -0.126, -0.165, 0.150, 0.050, 0.096, 0.069, 0.083, 0.095, 0.082, 0.110, -0.108, -0.226, -0.155, -0.141, 0.207, 0.079, 0.089, 0.042, 0.105, 0.094, 0.059, 0.108, -0.099, -0.249, -0.173, -0.251, 0.148, 0.075, 0.087, 0.031, 0.111, 0.079, 0.081, 0.122, -0.080, -0.249, -0.175, -0.237, 0.131, 0.058, 0.077, 0.082, 0.089, 0.077, 0.125, 0.108, 0.500, -0.649, -0.635, 0.543, 0.046, 0.059, 0.052, 0.059, 0.586, -0.626, -0.616, 0.533, 0.029, 0.033, 0.050, 0.039, -0.159, -0.171, 0.075, 0.073, 0.096, 0.013, -0.113, -0.184, 0.067, 0.098, 0.056, 0.047, -0.151, -0.136, 0.065, 0.039, 0.052, 0.054, -0.125, -0.180, 0.064, 0.087, 0.110, 0.008],
  "smiles": "CCCC#N.CCCC#N.CCCC#N.CCCC#N.ClCCCl.ClCCCl.CO.CO.CO.CO",
  "energy_ha": -3306.29423,
  "spin_multiplicity": 1
}


| no. | gap between HOMO and LUMO (Eh) |
| --- | --- |
| 1 | 0.31261 |
| 2 | 0.40369 |